C39H47N6S2Ta | the ωB97M-V functional and the def2-TZVPD basis

XYZ file:
```
95
Properties=species:S:1:pos:R:3
Ta 0.089 -0.020 0.065
C 1.430 0.098 3.460
N 1.736 0.654 2.116
C 1.530 2.134 2.148
C 0.099 2.508 2.427
N -0.775 2.239 1.243
C -0.751 3.463 0.412
C -2.130 1.976 1.729
C -3.108 2.955 1.845
C -4.347 2.653 2.396
C -4.613 1.376 2.857
C -3.644 0.392 2.742
C -2.412 0.685 2.168
S -1.265 -0.647 1.966
C 3.169 0.459 1.863
C 4.128 0.780 2.820
C 5.475 0.650 2.530
C 5.878 0.207 1.277
C 4.932 -0.113 0.323
C 3.575 0.009 0.619
S 2.406 -0.573 -0.548
H 1.857 0.725 4.244
H 1.862 -0.897 3.531
H 0.364 0.019 3.623
H 1.865 2.544 1.192
H 2.172 2.563 2.922
H 0.039 3.571 2.674
H -0.286 1.967 3.287
H -1.087 4.330 0.981
H -1.386 3.343 -0.462
H 0.269 3.671 0.105
H -2.930 3.968 1.518
H -5.096 3.429 2.478
H -5.570 1.143 3.304
H -3.839 -0.615 3.090
H 3.839 1.137 3.798
H 6.211 0.897 3.283
H 6.930 0.102 1.050
H 5.232 -0.482 -0.649
N 0.674 1.668 -1.223
C 1.191 2.294 -2.038
C 1.832 3.056 -3.040
C 3.026 3.719 -2.734
C 3.656 4.444 -3.726
C 3.107 4.499 -5.002
C 1.924 3.832 -5.303
C 1.275 3.105 -4.325
H 3.446 3.656 -1.739
H 4.579 4.963 -3.511
H 3.608 5.067 -5.774
H 1.514 3.879 -6.302
H 0.357 2.576 -4.544
C -5.369 -0.087 -1.332
N -3.977 0.340 -1.449
C -3.485 1.303 -2.299
C -2.163 1.414 -2.021
N -1.836 0.538 -1.006
C -2.966 -0.096 -0.701
H -5.854 0.025 -2.298
H -5.883 0.518 -0.588
H -5.398 -1.134 -1.042
H -4.110 1.816 -3.009
H -1.446 2.064 -2.487
H -3.060 -0.879 0.030
C 1.777 -3.765 3.335
C 0.772 -3.815 2.219
C -0.138 -4.850 2.126
C -1.069 -4.908 1.090
C -2.021 -6.066 0.981
C -1.092 -3.895 0.144
C -0.183 -2.836 0.209
C 0.762 -2.820 1.237
N -0.223 -1.763 -0.757
C -0.305 -2.123 -2.230
C -1.748 -2.281 -2.722
C 0.318 -1.010 -3.080
C 0.514 -3.396 -2.476
H 1.883 -4.737 3.813
H 1.464 -3.059 4.108
H 2.759 -3.455 2.973
H -0.119 -5.644 2.864
H -2.182 -6.535 1.950
H -1.623 -6.827 0.308
H -2.988 -5.750 0.589
H -1.840 -3.940 -0.629
H 1.552 -2.082 1.252
H -2.245 -1.314 -2.810
H -2.359 -2.934 -2.107
H -1.719 -2.713 -3.724
H -0.203 -0.060 -2.956
H 0.203 -1.289 -4.128
H 1.382 -0.888 -2.885
H -0.023 -4.302 -2.204
H 1.450 -3.364 -1.916
H 0.755 -3.459 -3.537
```

* total charge: +2
* F_max: 0.588 eV Å⁻¹
* total energy: -2695.87179 Ha
* frontier orbital gap: 6.66 eV
* ΔE to the lowest compared entry with this formula, charge and spin: 0.9733 eV

Computed Mulliken charges, given in elementary charges: number 1, Ta, carries -0.30; number 2, C, carries -1.36; number 3, N, carries 0.88; number 4, C, carries -0.98; number 5, C, carries -0.83; number 6, N, carries 0.97; number 7, C, carries -1.92; number 8, C, carries -0.96; number 9, C, carries -0.44; number 10, C, carries -0.96; number 11, C, carries -0.82; number 12, C, carries -0.67; number 13, C, carries 1.12; number 14, S, carries -0.45; number 15, C, carries -1.17; number 16, C, carries -0.70; number 17, C, carries -0.97; number 18, C, carries -0.71; number 19, C, carries -0.98; number 20, C, carries 1.61; number 21, S, carries -0.19; number 22, H, carries 0.51; number 23, H, carries 0.25; number 24, H, carries 0.40; number 25, H, carries 0.15; number 26, H, carries 0.93; number 27, H, carries 0.38; number 28, H, carries 0.56; number 29, H, carries 0.57; number 30, H, carries 0.37; number 31, H, carries 0.58; number 32, H, carries 0.43; number 33, H, carries 0.46; number 34, H, carries 0.45; number 35, H, carries 0.55; number 36, H, carries 0.38; number 37, H, carries 0.45; number 38, H, carries 0.43; number 39, H, carries 0.55; number 40, N, carries 0.92; number 41, C, carries 0.92; number 42, C, carries -0.50; number 43, C, carries -0.46; number 44, C, carries -0.81; number 45, C, carries -0.40; number 46, C, carries -0.82; number 47, C, carries -0.29; number 48, H, carries 0.49; number 49, H, carries 0.43; number 50, H, carries 0.43; number 51, H, carries 0.43; number 52, H, carries 0.42; number 53, C, carries -0.83; number 54, N, carries 0.39; number 55, C, carries -1.21; number 56, C, carries -0.75; number 57, N, carries 1.71; number 58, C, carries -1.51; number 59, H, carries 0.35; number 60, H, carries 0.33; number 61, H, carries 0.34; number 62, H, carries 0.53; number 63, H, carries 0.45; number 64, H, carries 0.58; number 65, C, carries -1.77; number 66, C, carries 0.31; number 67, C, carries -0.83; number 68, C, carries 0.51; number 69, C, carries -1.72; number 70, C, carries -0.83; number 71, C, carries 0.43; number 72, C, carries 0.75; number 73, N, carries 2.42; number 74, C, carries 1.52; number 75, C, carries -1.15; number 76, C, carries -1.71; number 77, C, carries -1.77; number 78, H, carries 0.48; number 79, H, carries 0.30; number 80, H, carries 0.38; number 81, H, carries 0.46; number 82, H, carries 0.43; number 83, H, carries 0.32; number 84, H, carries 0.38; number 85, H, carries 0.20; number 86, H, carries 0.06; number 87, H, carries 0.10; number 88, H, carries 0.12; number 89, H, carries 0.55; number 90, H, carries 0.19; number 91, H, carries 0.70; number 92, H, carries 0.27; number 93, H, carries 0.38; number 94, H, carries 0.31; number 95, H, carries 0.51

---

C9H7N3O | the ωB97M-V functional and the def2-TZVPD basis

XYZ file:
```
20
Properties=species:S:1:pos:R:3
C -1.685 0.375 -0.179
C -1.188 1.735 -0.268
C 0.187 1.818 0.057
C 1.008 0.618 0.065
C 2.300 0.648 0.287
C 3.084 -0.561 0.016
C 2.437 -1.816 -0.055
C 1.047 -1.815 -0.237
C 0.310 -0.634 -0.011
H -3.832 1.047 -0.598
H -1.878 2.590 -0.219
H 0.697 2.881 0.232
H 2.837 1.715 0.428
H 4.175 -0.493 0.265
H 3.025 -2.641 0.074
H 0.438 -2.785 -0.321
N -3.817 -1.085 0.479
N -3.170 0.175 0.074
N -0.978 -0.726 -0.032
O -4.999 -1.046 -0.057
```

* total charge: 0
* F_max: 7.421 eV Å⁻¹
* total energy: -586.47142 Ha
* frontier orbital gap: 7.76 eV
* ΔE to the lowest compared entry with this formula, charge and spin: 4.2690 eV

Computed Mulliken charges, given in elementary charges: number 1, C, carries 0.66; number 2, C, carries -0.69; number 3, C, carries -0.59; number 4, C, carries 0.85; number 5, C, carries -0.36; number 6, C, carries -0.53; number 7, C, carries -0.48; number 8, C, carries -0.35; number 9, C, carries 0.31; number 10, H, carries 0.34; number 11, H, carries 0.29; number 12, H, carries 0.22; number 13, H, carries 0.19; number 14, H, carries 0.30; number 15, H, carries 0.47; number 16, H, carries 0.30; number 17, N, carries 0.05; number 18, N, carries -0.11; number 19, N, carries -0.50; number 20, O, carries -0.36

---

Look up the total charge of the first one.
+2